Below is a cluster of 10 separate species, C34H85N17O10 in total, with properties calculated with the ωB97M-V functional and the def2-TZVPD basis.

Positions of all 146 atoms, in Å:
1 C 4.2847 -1.6768 4.7118
2 O 4.9642 -2.3007 3.8992
3 N 4.2877 -1.9279 6.0945
4 N 3.3612 -0.6820 4.3149
5 H 3.8018 -1.4028 6.7951
6 H 4.8005 -2.6846 6.5114
7 H 3.0956 0.0074 4.9968
8 H 3.4330 -0.1597 3.4427
9 C 3.3660 -5.9759 3.0774
10 O 2.4634 -6.7611 3.4458
11 N 4.5765 -6.4441 2.5058
12 N 3.2610 -4.5722 3.1102
13 H 5.2675 -5.8201 2.1218
14 H 4.6938 -7.4134 2.2722
15 H 2.5425 -4.2935 3.7585
16 H 4.0396 -3.9477 2.9887
17 C 5.5278 -3.6573 0.0491
18 O 6.5473 -4.3387 0.1951
19 N 4.1735 -4.1378 0.2696
20 N 5.5867 -2.2301 -0.3634
21 H 3.4034 -3.5449 0.0660
22 H 4.0465 -5.1062 0.4517
23 H 6.4289 -1.7004 -0.2968
24 H 4.7853 -1.6829 -0.1196
25 C 1.0778 -4.0732 -0.3257
26 O 1.3575 -2.8083 -0.4727
27 N 0.7826 -4.8541 -1.4566
28 N 1.0830 -4.6954 0.8991
29 H 0.8016 -4.4643 -2.3783
30 H 0.5711 -5.8203 -1.3402
31 H 1.2462 -4.2519 1.7946
32 H 0.8966 -5.6751 1.0168
33 C 3.1417 3.8085 3.7082
34 O 3.4110 4.8412 4.3426
35 N 3.7531 3.4910 2.3959
36 N 2.2208 2.8125 4.1100
37 H 3.5754 2.6184 1.9331
38 H 4.4083 4.1073 1.9685
39 H 1.9608 2.0529 3.5102
40 H 1.7284 2.9964 4.9553
41 C 0.3469 -2.5949 4.6759
42 O 0.9650 -3.5566 4.1643
43 N -1.0132 -2.3793 4.5599
44 N 0.9964 -1.6300 5.4733
45 H -1.6583 -3.0055 4.1409
46 H -1.3989 -1.5244 4.8873
47 H 1.9743 -1.7403 5.4959
48 H 0.5806 -0.8489 5.9175
49 C 2.1098 -0.1409 1.5026
50 O 2.5872 0.7743 2.2830
51 N 2.0656 -1.4771 1.8453
52 N 1.5822 0.2051 0.2375
53 H 2.3434 -1.8790 2.7187
54 H 1.7081 -2.0786 1.1143
55 H 1.5642 1.1622 -0.0517
56 H 1.2508 -0.5128 -0.3833
57 C -5.4041 0.8840 -0.6619
58 C -5.2684 -0.3774 0.2298
59 C -5.3514 -1.6064 -0.7075
60 C -4.0467 -1.9084 -1.3971
61 C -2.8646 -1.9692 -0.4725
62 C -2.6878 -0.7713 0.3967
63 N -4.0132 -0.3874 1.0401
64 O -3.8950 0.8176 1.8337
65 C -1.7067 -1.1363 1.5205
66 C -2.0079 0.3756 -0.4328
67 C -6.5441 -0.4037 1.1229
68 H -6.3489 0.8640 -1.2071
69 H -4.6222 1.1173 -1.3859
70 H -5.3987 1.7831 -0.0383
71 H -5.4103 -2.4405 0.0001
72 H -6.2002 -1.5357 -1.3908
73 H -3.7007 -1.2684 -2.2166
74 H -4.1068 -2.8293 -1.9855
75 H -1.8492 -2.0904 -0.8395
76 H -3.1147 -2.8150 0.1787
77 H -2.1655 -1.9940 2.0032
78 H -0.7657 -1.2761 0.9818
79 H -1.4608 -0.3541 2.2423
80 H -0.9645 0.1035 -0.5761
81 H -2.6144 0.4669 -1.3227
82 H -2.0335 1.2720 0.1835
83 H -6.5906 0.4022 1.8508
84 H -6.6716 -1.3701 1.6239
85 H -7.3960 -0.3754 0.4412
86 H -3.7531 1.5969 1.2432
87 C -4.3099 6.3204 0.7214
88 C -3.1216 5.9003 -0.1400
89 C -2.2403 7.1518 -0.3132
90 C -0.8470 6.8621 -0.8456
91 C -0.1640 5.8261 -0.0154
92 C -0.9979 4.4767 0.1056
93 N -2.3117 4.9260 0.6141
94 O -3.1585 3.8065 1.0647
95 C -0.9511 3.7451 -1.2576
96 C -0.3045 3.5849 1.1622
97 C -3.6006 5.4859 -1.5264
98 H -3.9839 6.3943 1.7581
99 H -5.1890 5.6970 0.5431
100 H -4.6105 7.3155 0.3827
101 H -2.7519 7.9342 -0.8887
102 H -2.1262 7.6597 0.6566
103 H -0.1747 7.7152 -0.8891
104 H -0.8910 6.6359 -1.9106
105 H -0.0272 6.0656 1.0332
106 H 0.7881 5.3738 -0.2584
107 H -0.0190 3.1847 -1.2472
108 H -1.8471 3.1323 -1.3793
109 H -0.9288 4.4200 -2.1130
110 H -0.3703 4.1978 2.0555
111 H -0.9042 2.6820 1.2449
112 H 0.7061 3.2610 0.8893
113 H -2.7581 5.5849 -2.2068
114 H -4.3014 6.2190 -1.9364
115 H -4.0925 4.5159 -1.4672
116 H -3.3932 4.1132 1.9541
117 C -1.3427 -0.5085 -4.5788
118 C -0.2383 -1.5966 -4.7288
119 C 0.2630 -1.5827 -6.1675
120 C 1.2263 -0.5092 -6.4795
121 C 2.4337 -0.6497 -5.5414
122 C 2.0538 -0.5154 -4.0302
123 N 0.9168 -1.5173 -3.8419
124 O 0.4470 -1.3636 -2.4590
125 C 3.2297 -1.0225 -3.1956
126 C 1.6665 0.8932 -3.7089
127 C -0.8629 -2.9711 -4.4139
128 H -1.4176 -0.1361 -3.5641
129 H -1.0651 0.3044 -5.2514
130 H -2.2474 -0.9686 -4.9729
131 H 0.7134 -2.5599 -6.3577
132 H -0.6921 -1.4973 -6.6937
133 H 1.6264 -0.5805 -7.4889
134 H 0.9130 0.5192 -6.3356
135 H 3.1958 0.1178 -5.6371
136 H 2.8805 -1.6404 -5.6255
137 H 4.1587 -0.5122 -3.4749
138 H 3.2955 -2.1071 -3.1620
139 H 3.1506 -0.7328 -2.1440
140 H 2.5486 1.5377 -3.8421
141 H 1.5617 0.9032 -2.6267
142 H 0.8232 1.3053 -4.2613
143 H -0.0707 -3.7202 -4.4225
144 H -1.3860 -3.0017 -3.4602
145 H -1.5647 -3.2051 -5.2265
146 H 0.8643 -2.0491 -1.8965

Results
E_tot ... -82446.313 eV
Orbital gap ... 0.3196 Eh
HOMO energy ... -8.5 eV
SMILES ... CC1(C)CCCC(C)(C)N1O.CC1(C)CCCC(C)(C)N1O.CC1(C)CCCC(C)(C)N1O.NC(N)=O.NC(N)=O.NC(N)=O.NC(N)=O.NC(N)=O.NC(N)=O.NC(N)=O
Molar mass ... 892.16 g mol⁻¹
Relative energy (zero: lowest compared OMol25 entry of this formula, charge and spin) ... 40.27 kcal/mol
Max |F| ... 4.21 eV/A